No. 1
C16H32O9S5Tl as an isolated structure. Source: the OMol25 dataset; level of theory: ωB97M-V with the def2-TZVPD basis set.

Geometry as XYZ:
```
63
Properties=species:S:1:pos:R:3:mulliken_charge:R:1
Tl -0.05 1.67 1.54 0.986
C 6.53 -0.34 0.11 -0.253
C 5.14 -0.04 0.12 0.497
C 4.24 -0.60 -1.07 0.377
O 3.00 -0.41 -1.01 -0.513
C 4.94 -1.23 -2.23 -0.266
C 6.29 -1.37 -2.21 0.361
C 7.07 -0.88 -1.01 0.312
O 8.34 -0.72 -1.11 -0.473
O 6.83 -2.08 -3.15 -0.487
O 4.54 0.59 1.02 -0.547
H 7.08 0.15 0.90 0.501
H 4.39 -1.51 -3.12 0.492
C 1.00 -5.18 0.26 -0.942
S -0.32 -4.49 1.35 0.450
O -0.26 -2.98 1.15 -0.538
C -1.77 -5.15 0.32 -0.855
H 1.02 -6.26 0.39 0.376
H 1.97 -4.86 0.64 0.325
H 0.90 -4.83 -0.77 0.295
H -2.64 -4.51 0.49 0.282
H -2.08 -6.16 0.62 0.346
H -1.54 -5.15 -0.74 0.267
C 4.48 -0.57 5.98 -0.833
S 2.88 -1.48 5.89 0.445
O 2.35 -1.09 4.50 -0.565
C 3.39 -3.19 5.73 -0.903
H 5.28 -1.06 6.53 0.369
H 4.42 0.51 6.11 0.306
H 4.83 -0.74 4.96 0.205
H 4.23 -3.24 5.03 0.287
H 2.61 -3.79 5.27 0.300
H 3.93 -3.48 6.63 0.387
C -3.44 6.30 -2.40 -0.940
S -3.55 6.23 -0.58 0.447
O -2.58 5.15 -0.17 -0.558
C -2.76 7.87 -0.29 -0.952
H -4.08 5.51 -2.80 0.309
H -2.46 6.12 -2.86 0.326
H -3.81 7.30 -2.60 0.365
H -3.36 8.74 -0.56 0.371
H -2.02 7.82 -1.08 0.306
H -2.25 8.05 0.65 0.321
C -6.16 -0.65 -0.25 -0.895
S -5.34 -0.32 1.42 0.445
O -3.92 -0.06 0.94 -0.550
C -6.13 1.27 1.78 -0.877
H -7.22 -0.44 -0.09 0.359
H -5.77 -1.58 -0.64 0.317
H -5.71 0.13 -0.86 0.260
H -6.14 1.80 0.83 0.275
H -5.60 1.80 2.57 0.305
H -7.18 1.11 2.03 0.369
C -1.80 -0.95 -3.69 -0.889
S -1.92 0.89 -3.89 0.473
O -1.32 1.56 -2.67 -0.568
C -0.94 1.14 -5.45 -0.946
H -2.44 -1.41 -4.44 0.357
H -2.11 -1.27 -2.69 0.323
H -0.77 -1.13 -3.99 0.273
H -1.23 0.39 -6.19 0.353
H 0.13 0.96 -5.36 0.324
H -1.13 2.15 -5.83 0.309
```

Calculated values
- net charge = +1
- E_LUMO (eV) = -6.84
- relative energy (zero: lowest compared OMol25 entry of this formula, charge and spin) (eV) = 4.887
- HOMO energy (eV) = -10.56
- Kohn-Sham gap (Eh) = 0.1370
- M (g/mol) = 733.1

---

No. 2
C16H32OPTb as an isolated structure. Source: the OMol25 dataset; level of theory: ωB97M-V with the def2-TZVPD basis set.

Geometry as XYZ:
```
51
Properties=species:S:1:pos:R:3:mulliken_spin:R:1
C 1.67 2.51 -0.78 0.000
H 2.55 3.15 -0.63 0.000
H 1.91 1.84 -1.63 0.001
H 1.60 1.91 0.17 0.000
C 0.42 3.35 -1.06 0.005
H -0.41 2.72 -1.39 0.003
H 0.10 3.81 -0.12 0.000
C 0.63 4.47 -2.09 -0.001
H -0.29 5.04 -2.22 0.000
H 1.41 5.17 -1.77 0.000
H 0.92 4.07 -3.07 0.000
C -0.93 -2.05 -0.19 0.049
C -1.54 -1.08 -1.06 -0.088
C -0.56 -0.67 -2.02 0.053
C 0.67 -1.37 -1.73 -0.060
C 0.44 -2.24 -0.61 -0.039
C 1.46 -3.06 0.10 0.005
C 1.92 -1.30 -2.54 -0.009
C -0.84 0.06 -3.28 0.005
C -2.99 -0.79 -1.13 -0.018
C -1.61 -2.77 0.91 0.010
Tb 0.32 -0.02 0.18 6.073
H 2.79 -1.62 -1.96 0.001
H 1.84 -1.96 -3.42 -0.002
H 2.11 -0.28 -2.91 -0.001
H 2.47 -2.78 -0.21 0.004
H 1.37 -2.94 1.19 -0.005
H 1.33 -4.13 -0.12 -0.002
H -2.44 -2.17 1.31 0.002
H -2.06 -3.72 0.58 -0.003
H -0.91 -3.02 1.71 0.000
H -3.19 0.09 -1.75 0.001
H -3.54 -1.63 -1.57 -0.002
H -3.41 -0.61 -0.14 -0.001
H -0.05 0.78 -3.55 0.000
H -0.91 -0.65 -4.11 -0.002
H -1.78 0.61 -3.24 0.001
C 1.17 -0.68 5.00 -0.001
P 0.15 -0.02 3.68 0.002
C -1.50 -0.71 3.84 0.003
C 0.10 1.77 3.77 0.000
O 0.72 -0.46 2.31 0.024
H 0.98 -1.76 5.07 0.000
H 0.93 -0.24 5.99 0.000
H 2.21 -0.47 4.76 0.000
H -1.90 -0.49 4.84 0.000
H -2.15 -0.25 3.08 -0.004
H -1.47 -1.81 3.71 0.000
H 0.88 2.20 3.11 0.000
H -0.90 2.14 3.49 -0.001
H 0.32 2.08 4.80 0.000
```

Calculated values
- net charge = +2
- E_LUMO (alpha / beta) (eV) = -7.41 / -6.75
- HOMO energy (alpha / beta) (eV) = -15.06 / -15.04
- Kohn-Sham gap (alpha / beta) (Eh) = 0.2811 / 0.3047
- M (g/mol) = 430.3
- spin multiplicity = 7

---

No. 3
C16H33As2O8PPdS3Si2 as an isolated structure. Source: the OMol25 dataset; level of theory: ωB97M-V with the def2-TZVPD basis set.

Geometry as XYZ:
```
66
Properties=species:S:1:pos:R:3:mulliken_spin:R:1
Pd -0.68 0.01 -1.19 0.564
O 0.84 0.03 2.55 0.000
As -0.66 -0.71 1.99 -0.008
O -1.67 -0.91 3.25 0.004
O -1.26 0.31 0.80 0.050
C -0.17 -2.43 1.22 -0.009
C -0.95 -3.47 1.73 0.001
C -0.76 -4.78 1.31 0.000
C 0.24 -5.06 0.39 0.001
C 1.01 -4.04 -0.13 0.001
C 0.81 -2.72 0.28 0.011
S 1.85 -1.54 -0.60 0.000
O 1.50 -1.74 -1.99 0.016
O 3.21 -1.85 -0.23 0.006
O 1.42 -0.19 -0.14 0.026
H 1.39 0.15 1.76 0.001
H -1.71 -3.23 2.47 0.000
H -1.37 -5.57 1.71 0.000
H 0.40 -6.08 0.05 0.000
H 1.78 -4.24 -0.87 0.000
C -5.14 -4.12 -3.97 0.000
C -4.39 -2.96 -3.34 0.015
O -3.19 -3.47 -2.77 -0.002
P -1.91 -2.50 -2.40 0.016
S 0.39 1.30 -3.01 -0.053
S -2.87 -0.88 -1.47 0.220
O -1.63 -1.72 -3.84 0.017
C -0.57 -2.23 -4.66 0.004
C -1.09 -3.29 -5.62 -0.001
H -6.08 -3.77 -4.40 0.000
H -5.36 -4.89 -3.23 0.000
H -4.54 -4.57 -4.77 0.000
H -4.99 -2.50 -2.55 -0.002
H -4.15 -2.20 -4.08 -0.002
H 0.23 -2.62 -4.02 0.000
H -0.18 -1.37 -5.20 0.001
H -1.47 -4.15 -5.07 0.000
H -0.28 -3.63 -6.28 0.000
H -1.89 -2.88 -6.23 0.000
C -2.80 3.36 2.21 0.000
Si -1.27 3.68 1.25 0.003
C 0.19 3.02 2.14 0.004
C -1.04 5.49 0.91 0.001
As -0.48 2.46 -1.48 0.114
Si -2.72 2.68 -2.22 0.003
C -2.92 4.54 -2.54 0.002
C -3.87 2.20 -0.82 -0.002
C -3.03 1.78 -3.82 -0.002
H -2.66 3.84 3.19 0.000
H -2.94 2.29 2.37 -0.001
H -3.70 3.75 1.75 0.000
H 0.23 3.50 3.13 0.000
H 1.12 3.23 1.61 0.000
H 0.13 1.94 2.28 -0.003
H -0.80 5.97 1.86 -0.001
H -1.93 5.96 0.49 0.000
H -0.21 5.66 0.21 -0.001
H -2.73 5.14 -1.64 -0.001
H -3.94 4.77 -2.88 0.000
H -2.23 4.87 -3.31 0.001
H -4.05 3.06 -0.16 0.000
H -3.46 1.40 -0.21 0.001
H -4.84 1.88 -1.22 0.000
H -3.76 2.34 -4.41 0.000
H -3.40 0.77 -3.65 0.002
H -2.10 1.70 -4.40 0.000
```

Calculated values
- net charge = -1
- E_LUMO (alpha / beta) (eV) = 0.18 / 0.19
- relative energy (zero: lowest compared OMol25 entry of this formula, charge and spin) (eV) = 3.686
- HOMO energy (alpha / beta) (eV) = -4.62 / -4.76
- Kohn-Sham gap (alpha / beta) (Eh) = 0.1763 / 0.1819
- M (g/mol) = 793.0
- spin multiplicity = 2

---

No. 4
C16H33BN2OP2Tc as an isolated structure. Source: the OMol25 dataset; level of theory: ωB97M-V with the def2-TZVPD basis set.

Geometry as XYZ:
```
56
Properties=species:S:1:pos:R:3:mulliken_spin:R:1
Tc 0.68 0.34 -0.03 2.313
P 2.32 0.84 -1.42 -0.081
P -1.81 1.27 1.78 -0.024
N -0.56 -0.26 -1.20 0.234
H 1.36 -2.27 4.18 0.001
C 3.02 -0.73 -2.03 0.001
H 4.11 -0.62 -2.11 0.005
H 2.59 -0.95 -3.02 -0.003
H 2.77 -1.53 -1.33 -0.005
C 3.75 1.74 -0.77 0.059
H 4.67 1.30 -1.18 -0.002
H 3.75 1.65 0.32 -0.023
H 3.66 2.79 -1.05 0.010
C 1.85 1.76 -2.92 0.031
H 2.40 1.36 -3.78 -0.001
H 2.10 2.81 -2.76 0.003
H 0.77 1.66 -3.09 -0.009
C -3.01 0.17 1.04 0.021
H -3.91 0.75 0.82 -0.001
H -3.25 -0.64 1.74 -0.002
H -2.59 -0.25 0.11 0.002
C -2.39 1.94 3.32 0.020
H -3.04 2.80 3.09 0.000
H -1.55 2.28 3.94 -0.005
H -2.97 1.19 3.88 0.002
C -1.46 2.63 0.67 0.093
H -1.73 3.55 1.21 0.008
H -2.10 2.55 -0.22 -0.012
H -0.40 2.68 0.37 0.002
C -1.28 -0.63 -2.28 -0.152
C -1.95 -2.34 -3.88 -0.068
C -1.33 -2.00 -2.69 0.149
C -1.93 0.36 -3.10 0.157
C -2.53 -0.01 -4.28 -0.057
C -2.55 -1.36 -4.68 0.129
H -1.96 -3.39 -4.18 -0.004
H -0.85 -2.72 -2.03 0.017
H -1.90 1.40 -2.75 0.029
H -3.00 0.75 -4.90 -0.004
H -3.03 -1.64 -5.62 0.012
C 1.21 -1.22 2.81 0.093
O 1.43 -1.04 1.38 -0.001
C 1.16 -2.71 3.09 0.006
H 1.24 -3.26 4.11 -0.001
H 1.99 -3.17 2.54 -0.003
H 0.18 -3.08 2.77 0.001
C 2.31 -0.45 3.54 0.026
H 2.13 -0.39 4.62 0.006
H 2.40 0.57 3.15 0.015
H 3.27 -0.95 3.37 -0.002
B -1.12 -0.82 4.15 0.002
C -0.13 -0.45 2.95 0.073
N -0.37 0.41 1.99 -0.074
H -2.23 -1.03 3.68 0.006
H -1.11 0.10 4.95 0.011
H -0.71 -1.84 4.67 -0.002
```

Calculated values
- E_LUMO (alpha / beta) (eV) = -0.10 / -0.11
- relative energy (zero: lowest compared OMol25 entry of this formula, charge and spin) (eV) = 1.068
- HOMO energy (alpha / beta) (eV) = -4.42 / -5.74
- Kohn-Sham gap (alpha / beta) (Eh) = 0.1590 / 0.2069
- M (g/mol) = 440.2
- spin multiplicity = 4

---

No. 5
A 4-piece molecular cluster, C16H33BN3 overall. Source: the OMol25 dataset; level of theory: ωB97M-V with the def2-TZVPD basis set.

Geometry as XYZ:
```
53
Properties=species:S:1:pos:R:3:mulliken_charge:R:1
B -0.11 -0.06 0.30 0.224
C 0.75 -1.46 0.07 -1.025
C 2.20 -1.35 -0.44 -0.005
C 3.01 -0.17 0.08 -0.368
C 2.97 1.04 -0.87 -1.297
H -1.11 -0.01 -0.40 -0.284
H -0.52 -0.04 1.47 -0.265
H 0.50 0.97 0.09 -0.260
H 0.22 -2.04 -0.69 0.245
H 0.71 -2.08 0.96 0.318
H 2.25 -1.39 -1.52 0.308
H 2.73 -2.25 -0.11 -0.227
H 4.05 -0.48 0.10 0.293
H 2.72 0.11 1.08 0.341
H 2.90 1.95 -0.30 0.305
H 2.09 0.97 -1.49 0.316
H 3.84 1.07 -1.50 0.407
C -4.53 -0.58 3.05 -1.146
C -4.73 -1.50 1.86 -0.490
C -3.70 -1.29 0.76 -0.117
C -3.76 0.07 0.24 0.149
N -3.79 1.15 -0.15 -0.407
H -4.64 0.47 2.76 0.335
H -5.26 -0.78 3.83 0.344
H -3.53 -0.71 3.48 0.301
H -5.74 -1.36 1.46 0.293
H -4.67 -2.54 2.20 0.307
H -3.87 -1.98 -0.07 0.291
H -2.69 -1.45 1.13 0.069
C 7.71 -4.00 -0.59 -1.145
C 6.60 -4.55 -1.48 -0.524
C 5.24 -3.90 -1.23 -0.205
C 4.80 -4.12 0.15 0.211
N 4.47 -4.29 1.23 -0.493
H 7.49 -4.19 0.46 0.358
H 8.66 -4.47 -0.82 0.331
H 7.82 -2.92 -0.73 0.297
H 6.52 -5.63 -1.33 0.303
H 6.88 -4.40 -2.53 0.313
H 4.49 -4.31 -1.90 0.337
H 5.29 -2.82 -1.41 0.235
C -4.36 4.18 -1.21 -1.086
C -3.99 5.66 -1.17 -0.465
C -4.39 6.34 0.15 -0.400
C -5.84 6.29 0.36 0.249
N -6.97 6.26 0.51 -0.438
H -5.44 4.04 -1.15 0.328
H -4.02 3.74 -2.15 0.339
H -3.89 3.63 -0.40 0.321
H -4.46 6.19 -2.00 0.298
H -2.91 5.77 -1.29 0.317
H -4.08 7.38 0.15 0.277
H -3.91 5.84 0.99 0.286
```

Calculated values
- net charge = -1
- E_LUMO (eV) = 2.59
- HOMO energy (eV) = -4.54
- Kohn-Sham gap (Eh) = 0.2620
- M (g/mol) = 278.3

---

No. 6
A 2-piece molecular cluster, C16H33BN3O6 overall. Source: the OMol25 dataset; level of theory: ωB97M-V with the def2-TZVPD basis set.

Geometry as XYZ:
```
59
Properties=species:S:1:pos:R:3:mulliken_charge:R:1
C 4.06 1.91 4.44 -0.506
O 4.84 0.86 3.75 -0.346
C 4.38 0.77 2.35 -0.572
C 2.84 0.15 2.20 0.015
C 2.50 0.20 0.59 -1.160
N 1.06 0.54 0.26 0.390
C -0.03 -0.51 0.37 0.314
B -0.02 -2.08 0.84 0.376
O -0.42 -3.09 -0.20 -0.512
O 0.32 -2.56 2.22 -0.490
C -1.46 0.14 -0.09 -0.537
N -1.01 1.54 -0.43 0.010
C 0.45 1.87 -0.22 0.055
C 1.33 3.23 -0.46 -0.284
C 0.81 4.57 0.32 -0.699
C -0.71 4.47 0.93 -0.491
C -1.16 5.76 1.86 -0.542
C -2.20 5.14 3.01 -0.420
N -3.56 4.76 2.43 -0.646
H 3.00 1.47 4.79 0.181
H 4.57 2.31 5.41 0.259
H 3.90 2.81 3.67 0.210
H 5.15 0.08 1.77 0.283
H 4.37 1.81 1.79 0.322
H 2.07 0.67 2.89 0.270
H 2.94 -1.00 2.52 0.234
H 2.72 -0.87 0.13 0.314
H 3.27 0.93 0.05 0.448
H -1.39 -2.81 -0.39 0.279
H -0.55 -2.44 2.74 0.321
H -2.51 -0.38 -0.13 0.326
H -1.60 2.33 -0.77 0.295
H 1.49 3.44 -1.63 0.445
H 2.43 3.02 -0.05 0.019
H 0.78 5.44 -0.49 0.210
H 1.56 4.97 1.16 0.381
H -1.45 4.46 0.00 0.115
H -0.94 3.51 1.56 0.383
H -1.81 6.50 1.21 0.300
H -0.25 6.28 2.38 0.338
H -2.38 5.87 3.91 0.317
H -1.77 4.13 3.49 0.275
H -3.47 4.10 1.62 0.212
H -4.07 4.18 3.17 0.258
C -3.93 -6.82 -5.00 -1.072
C -2.59 -6.92 -5.70 -0.160
O -1.79 -5.75 -5.44 -0.360
C -1.19 -5.71 -4.23 0.738
O -1.26 -6.56 -3.36 -0.554
O -0.51 -4.54 -4.14 -0.362
C 0.09 -4.31 -2.86 -0.495
H -4.44 -5.88 -5.27 0.285
H -4.57 -7.66 -5.27 0.353
H -3.81 -6.81 -3.91 0.301
H -2.74 -6.96 -6.78 0.288
H -2.05 -7.83 -5.41 0.303
H 0.72 -5.16 -2.57 0.322
H -0.69 -4.13 -2.11 0.245
H 0.72 -3.42 -2.93 0.216
```

Calculated values
- net charge = +1
- E_LUMO (eV) = -3.92
- relative energy (zero: lowest compared OMol25 entry of this formula, charge and spin) (eV) = 9.205
- HOMO energy (eV) = -11.87
- Kohn-Sham gap (Eh) = 0.2919
- M (g/mol) = 374.3